The following is a DFT calculation (wB97M-V/def2-TZVPD) of C2H2N6 in the gas phase at a distorted geometry.

Cartesian coordinates (Å):
C 1.0692 0.0455 -0.0939
C -0.8158 1.2880 0.1628
H 2.3765 -1.3268 -0.6016
H -1.2502 2.0445 0.9382
N 2.3102 -0.3597 -0.5231
N 0.4561 1.1865 0.2135
N -1.6520 0.4136 -0.5589
N -1.7087 -0.8714 -0.6675
N -0.9993 -1.4650 0.4829
N 0.2140 -0.9553 0.6475

Atoms 1-6, force components in eV/Å:
3.2249 -5.9825 -1.4460
-0.3286 -0.7577 2.3446
-0.2289 -2.2338 0.2982
0.1026 -1.1011 -2.3715
-5.5413 5.4953 1.3087
0.4904 2.8795 0.0717

Summary:
HOMO = -9.63 eV
Structure (SMILES) = [H]/N=c1/ncnnnn1
Charge = 0
DFT total energy = -11039.932 eV
ΔE to the lowest compared entry with this formula, charge and spin = 383.3 kJ/mol
Kohn-Sham gap = 7.83 eV

The following is a DFT calculation (wB97M-V/def2-TZVPD) of a molecular structure, C4H9N3S at a distorted geometry.

Cartesian coordinates (Å):
C -0.8669 2.0965 0.6607
C 0.4630 -0.6218 0.3302
C -0.7492 -1.2605 0.8082
C -1.8545 -1.3391 0.1481
H -1.2743 1.3195 2.0197
H -2.0553 2.2409 -0.0804
H -0.0339 3.4146 0.9319
H -0.3854 -1.7981 1.7650
H -2.7817 -1.8592 0.6539
H -3.0187 0.1139 -0.7389
H -1.3107 0.1273 -1.3603
H 3.7394 -0.8728 -0.2280
H 2.7393 0.6516 -0.5190
N -2.0524 -0.6765 -1.1634
N 1.7198 -1.1050 0.1622
N 2.7925 -0.4050 -0.3098
S 0.3255 1.1698 -0.3094

Atoms 1-6, force components in eV/Å:
-1.7833 1.1120 1.7435
4.7866 2.1003 -2.4168
4.7673 -1.7879 3.0699
-3.5827 0.3201 -1.2668
1.2602 2.4524 -3.9685
3.9031 -0.0472 2.6928

Summary:
HOMO = -8.05 eV
Charge = 0
DFT total energy = -19590.082 eV
ΔE to the lowest compared entry with this formula, charge and spin = 921.9 kJ/mol
Kohn-Sham gap = 7.89 eV